1.
Here is 12 unconnected molecules or ions with the total composition C75H136N6O25 from the OMol25 dataset. Energies are from ωB97M-V with the def2-TZVPD basis set.

Summary:
Multiplicity   1
Electronic energy   -5148.5813 a.u.
F_max   0.097 Eh/bohr
Structure (SMILES)   O=[N+]([O-])c1ccccc1.CC1(C)CCCC(C)(C)N1O.CC1(C)CCCC(C)(C)N1O.CC1(C)CCCC(C)(C)N1O.CC1(C)CCCC(C)(C)N1O.CC1(C)CCCC(C)(C)N1O.C[C@H]1COC(=O)O1.C[C@H]1COC(=O)O1.C[C@H]1COC(=O)O1.C[C@H]1COC(=O)O1.C[C@H]1COC(=O)O1.C[C@H]1COC(=O)O1

Each line ends with the Löwdin charge.
Atoms and positions in Å:
O1 18.108 12.024 15.942  0.06
N1 17.778 11.085 16.663  -0.32
O2 17.033 10.194 16.251  0.06
C1 18.260 11.073 18.051  -0.14
C2 19.303 11.911 18.462  0.02
C3 19.676 11.958 19.816  -0.07
C4 18.891 11.341 20.741  -0.08
C5 17.789 10.604 20.342  -0.06
C6 17.516 10.400 19.005  -0.02
H1 19.891 12.441 17.731  0.11
H2 20.600 12.467 20.070  0.12
H3 19.173 11.439 21.783  0.11
H4 17.070 10.197 20.995  0.09
H5 16.805 9.731 18.605  0.11
C7 24.246 14.947 12.100  0.00
C8 23.067 14.448 11.241  -0.52
C9 23.473 14.338 9.772  -0.02
C10 22.616 13.063 11.767  -0.13
C11 21.993 13.171 13.147  -0.18
C12 20.777 14.046 12.974  -0.15
C13 21.080 15.459 12.503  -0.52
C14 19.792 16.111 12.078  -0.02
C15 21.623 16.267 13.697  0.00
N2 21.906 15.289 11.315  -0.10
O3 22.232 16.545 10.801  -0.02
H6 24.227 16.027 12.173  0.07
H7 24.105 14.547 13.085  0.05
H8 25.167 14.517 11.724  0.09
H9 23.827 13.342 9.651  0.07
H10 22.554 14.413 9.218  0.08
H11 24.164 15.073 9.330  0.09
H12 21.830 12.674 11.150  0.12
H13 23.442 12.382 11.765  0.12
H14 21.652 12.170 13.537  0.13
H15 22.705 13.563 13.924  0.11
H16 20.129 14.149 13.895  0.13
H17 20.117 13.607 12.198  0.13
H18 19.184 16.347 12.899  0.06
H19 19.220 15.579 11.315  0.10
H20 20.010 17.096 11.677  0.06
H21 21.755 17.329 13.484  0.09
H22 22.528 15.808 14.034  0.06
H23 20.849 16.252 14.488  0.07
H24 22.829 17.000 11.401  0.08
C16 15.342 22.074 15.536  -0.03
C17 14.900 21.934 16.970  -0.45
C18 13.818 22.966 17.456  -0.02
C19 14.145 20.527 17.134  -0.11
C20 15.122 19.372 16.859  -0.18
C21 16.236 19.483 17.918  -0.10
C22 17.027 20.830 17.850  -0.49
C23 17.910 20.919 19.094  -0.05
C24 18.049 20.902 16.658  -0.02
N3 16.027 21.928 17.994  -0.03
O4 16.732 23.227 17.831  -0.05
H25 16.247 22.730 15.365  0.10
H26 15.428 21.082 15.115  0.04
H27 14.459 22.423 14.974  0.10
H28 14.087 23.994 17.305  0.07
H29 12.915 22.808 16.894  0.07
H30 13.604 22.651 18.485  0.09
H31 13.731 20.441 18.134  0.12
H32 13.301 20.472 16.461  0.08
H33 14.577 18.429 16.922  0.09
H34 15.637 19.325 15.899  0.09
H35 16.949 18.708 17.560  0.11
H36 15.869 19.262 18.953  0.13
H37 18.358 21.890 19.282  0.09
H38 18.684 20.164 19.061  0.05
H39 17.247 20.695 19.955  0.09
H40 18.438 21.930 16.668  0.08
H41 17.581 20.622 15.698  0.07
H42 18.880 20.271 17.004  0.07
H43 17.208 23.144 17.002  0.03
C25 11.218 16.818 11.753  -0.02
C26 11.951 15.894 10.806  -0.53
C27 11.063 14.645 10.573  -0.01
C28 12.262 16.573 9.460  -0.13
C29 13.298 15.844 8.581  -0.19
C30 14.564 15.523 9.346  -0.16
C31 14.325 14.838 10.693  -0.45
C32 13.953 13.283 10.444  0.00
C33 15.579 14.955 11.526  -0.04
N4 13.241 15.648 11.394  -0.06
O5 13.039 15.169 12.754  -0.03
H44 10.922 16.266 12.653  0.08
H45 11.577 17.793 12.011  0.07
H46 10.278 17.097 11.265  0.10
H47 11.494 13.922 9.879  0.08
H48 10.988 14.170 11.575  0.06
H49 10.059 14.890 10.339  0.07
H50 11.331 16.573 8.795  0.14
H51 12.619 17.631 9.627  0.12
H52 12.808 14.871 8.322  0.11
H53 13.420 16.376 7.629  0.11
H54 15.204 16.407 9.585  0.12
H55 15.156 14.839 8.685  0.13
H56 13.314 12.752 11.184  0.06
H57 14.874 12.784 10.576  0.05
H58 13.665 13.229 9.392  0.07
H59 15.732 16.037 11.775  0.09
H60 16.443 14.482 11.078  0.09
H61 15.396 14.494 12.470  0.04
H62 12.608 14.329 12.747  0.02
C34 9.871 11.434 14.867  -0.01
C35 10.914 12.551 15.032  -0.49
C36 10.304 13.914 14.591  -0.03
C37 11.354 12.752 16.507  -0.12
C38 12.236 11.594 17.033  -0.15
C39 13.511 11.585 16.175  -0.13
C40 13.186 11.327 14.682  -0.49
C41 14.497 11.718 13.872  0.00
C42 12.879 9.835 14.516  -0.03
N5 12.222 12.394 14.353  -0.03
O6 12.068 12.375 12.846  -0.10
H63 9.204 11.430 15.743  0.10
H64 9.366 11.589 13.944  0.07
H65 10.363 10.483 14.815  0.05
H66 9.910 14.028 13.572  0.08
H67 9.399 14.020 15.217  0.10
H68 11.050 14.654 14.857  0.05
H69 11.992 13.650 16.529  0.10
H70 10.499 13.040 17.153  0.13
H71 12.414 11.741 18.083  0.08
H72 11.684 10.676 17.075  0.10
H73 14.091 10.711 16.462  0.11
H74 14.093 12.491 16.212  0.10
H75 15.309 11.277 14.490  0.07
H76 14.613 12.788 13.970  0.07
H77 14.480 11.301 12.872  0.08
H78 13.812 9.275 14.669  0.10
H79 12.516 9.681 13.487  0.08
H80 12.114 9.413 15.165  0.07
H81 11.583 11.526 12.618  0.12
C43 19.719 19.962 11.198  -0.04
C44 19.923 21.332 11.842  -0.53
C45 18.990 21.268 13.079  -0.03
C46 21.409 21.442 12.246  -0.12
C47 21.798 22.841 12.775  -0.18
C48 21.388 23.939 11.816  -0.12
C49 19.957 23.802 11.203  -0.45
C50 18.993 24.465 12.241  -0.03
C51 19.903 24.604 9.847  -0.03
N6 19.587 22.389 10.941  -0.10
O7 18.224 22.319 10.650  -0.03
H82 20.230 19.878 10.222  0.10
H83 20.062 19.166 11.834  0.05
H84 18.651 19.763 11.053  0.06
H85 18.140 21.946 12.925  0.07
H86 18.685 20.240 13.244  0.07
H87 19.537 21.673 13.967  0.08
H88 21.473 20.634 13.005  0.13
H89 22.039 21.191 11.377  0.13
H90 21.305 22.945 13.723  0.10
H91 22.829 22.677 12.865  0.09
H92 22.049 23.904 10.951  0.11
H93 21.529 24.837 12.423  0.12
H94 19.162 25.517 12.331  0.07
H95 19.012 23.974 13.216  0.07
H96 17.998 24.365 11.876  0.06
H97 20.071 25.664 10.049  0.08
H98 18.894 24.732 9.455  0.07
H99 20.601 24.224 9.093  0.08
H100 18.163 22.399 9.704  0.10
C52 21.235 18.386 18.195  -0.01
C53 21.811 17.328 17.214  -0.25
C54 23.303 17.047 17.275  -0.12
O8 23.445 15.690 16.934  0.04
C55 22.241 15.079 17.258  -0.57
O9 22.142 13.905 17.289  0.16
O10 21.355 15.990 17.630  0.08
H101 21.366 19.401 17.782  0.09
H102 21.560 18.384 19.257  0.09
H103 20.168 18.193 18.142  0.05
H104 21.316 17.486 16.266  0.11
H105 23.647 17.219 18.295  0.13
H106 24.001 17.622 16.675  0.14
C56 18.097 17.022 23.266  -0.01
C57 17.830 17.164 21.781  -0.29
C58 19.025 17.592 20.920  -0.06
O11 19.277 16.400 20.132  0.06
C59 18.321 15.474 20.291  -0.53
O12 18.216 14.426 19.724  0.15
O13 17.434 15.911 21.215  0.06
H107 18.887 16.305 23.420  0.09
H108 17.204 16.712 23.756  0.08
H109 18.422 17.928 23.743  0.08
H110 16.976 17.827 21.509  0.16
H111 19.966 17.770 21.436  0.14
H112 18.762 18.416 20.261  0.10
C60 15.179 15.990 15.202  -0.01
C61 16.455 16.120 15.890  -0.29
C62 17.595 15.063 15.724  -0.06
O14 18.704 15.868 15.992  0.07
C63 18.484 17.108 15.646  -0.63
O15 19.280 17.973 15.534  0.15
O16 17.183 17.262 15.414  0.06
H113 14.605 15.223 15.716  0.09
H114 15.364 15.723 14.140  0.08
H115 14.556 16.894 15.249  0.08
H116 16.432 16.330 17.011  0.17
H117 17.682 14.693 14.708  0.13
H118 17.647 14.282 16.459  0.11
C64 11.359 17.094 15.884  0.00
C65 11.442 18.306 16.821  -0.31
C66 10.683 19.496 16.397  -0.10
O17 10.172 19.960 17.672  0.04
C67 10.240 18.993 18.671  -0.54
O18 9.740 19.021 19.716  0.19
O19 10.900 17.930 18.115  0.07
H119 10.290 16.895 15.718  0.10
H120 11.859 16.241 16.290  0.05
H121 11.815 17.436 14.939  0.08
H122 12.442 18.605 17.100  0.12
H123 9.817 19.321 15.750  0.14
H124 11.277 20.258 15.935  0.09
C68 15.641 20.452 11.650  -0.01
C69 14.497 19.498 11.755  -0.32
C70 14.443 18.481 12.800  -0.09
O20 13.653 19.088 13.874  0.01
C71 12.791 19.984 13.235  -0.55
O21 11.823 20.466 13.689  0.17
O22 13.278 20.280 11.997  0.07
H125 15.916 20.702 12.738  0.10
H126 15.398 21.401 11.180  0.09
H127 16.510 19.961 11.212  0.07
H128 14.275 19.154 10.760  0.14
H129 15.341 18.322 13.401  0.13
H130 13.960 17.552 12.488  0.11
C72 13.999 13.654 21.301  0.00
C73 15.101 13.772 20.295  -0.34
C74 14.813 12.884 19.128  -0.07
O23 14.004 13.789 18.349  0.04
C75 14.314 15.046 18.659  -0.55
O24 13.848 16.026 18.146  0.15
O25 15.120 15.088 19.762  0.08
H131 13.041 13.801 20.832  0.10
H132 14.231 14.274 22.142  0.09
H133 13.990 12.627 21.562  0.08
H134 16.086 13.622 20.758  0.15
H135 14.205 11.999 19.369  0.14
H136 15.620 12.585 18.473  0.12

2.
Here is 15 unconnected molecules or ions with the total composition C75H75N15 from the OMol25 dataset. Energies are from ωB97M-V with the def2-TZVPD basis set.

Summary:
⟨S²⟩   0.762
Multiplicity   2
Electronic energy   -3724.1194 a.u.
Charge   -1
F_max   0.070 Eh/bohr

Each line ends with the Löwdin charge.
Atoms and positions in Å:
N1 -3.688 -1.771 1.911  0.06
C1 -2.885 -2.880 1.784  -0.13
C2 -2.254 -3.567 2.795  -0.06
C3 -2.462 -3.121 4.123  -0.09
C4 -3.314 -2.057 4.310  -0.08
C5 -3.934 -1.388 3.188  -0.12
H1 -2.727 -3.279 0.793  0.08
H2 -1.538 -4.345 2.575  0.09
H3 -1.875 -3.587 4.900  0.11
H4 -3.334 -1.682 5.323  0.08
H5 -4.601 -0.558 3.367  0.09
N2 3.503 4.308 -2.019  0.06
C6 3.165 3.794 -0.790  -0.14
C7 4.048 3.593 0.245  -0.06
C8 5.377 3.984 -0.040  -0.10
C9 5.747 4.419 -1.266  -0.11
C10 4.820 4.553 -2.284  -0.14
H6 2.096 3.651 -0.723  0.08
H7 3.786 3.149 1.194  0.09
H8 6.138 3.896 0.722  0.11
H9 6.795 4.627 -1.428  0.10
H10 5.094 4.968 -3.242  0.10
N3 -3.825 3.490 4.730  0.07
C11 -2.648 3.843 4.113  -0.14
C12 -1.496 3.114 4.134  -0.09
C13 -1.505 1.848 4.714  -0.04
C14 -2.711 1.410 5.315  -0.08
C15 -3.783 2.238 5.273  -0.17
H11 -2.690 4.801 3.617  0.09
H12 -0.580 3.543 3.753  0.07
H13 -0.598 1.271 4.609  0.07
H14 -2.687 0.445 5.799  0.08
H15 -4.664 1.964 5.835  0.10
N4 1.017 0.548 -0.282  0.09
C16 0.211 -0.298 -1.013  -0.14
C17 -1.087 -0.525 -0.666  -0.08
C18 -1.715 0.257 0.296  -0.06
C19 -0.954 1.256 0.945  -0.06
C20 0.429 1.328 0.690  -0.13
H16 0.651 -0.969 -1.737  0.07
H17 -1.598 -1.285 -1.239  0.08
H18 -2.765 0.126 0.512  0.07
H19 -1.471 1.907 1.634  0.08
H20 1.105 2.052 1.121  0.07
N5 -3.624 2.854 -3.746  0.04
C21 -2.438 3.151 -3.090  -0.13
C22 -1.317 2.310 -3.257  -0.08
C23 -1.399 1.124 -3.983  -0.05
C24 -2.657 0.789 -4.512  -0.06
C25 -3.757 1.621 -4.355  -0.15
H21 -2.402 4.119 -2.611  0.08
H22 -0.377 2.686 -2.881  0.09
H23 -0.501 0.524 -3.996  0.08
H24 -2.806 -0.118 -5.079  0.10
H25 -4.712 1.440 -4.826  0.09
N6 -3.756 -2.388 -2.722  0.06
C26 -4.340 -1.416 -1.976  -0.10
C27 -5.342 -0.544 -2.529  -0.07
C28 -5.751 -0.821 -3.808  -0.12
C29 -5.142 -1.835 -4.565  -0.07
C30 -4.117 -2.597 -4.001  -0.14
H26 -3.901 -1.329 -0.993  0.07
H27 -5.739 0.225 -1.883  0.08
H28 -6.588 -0.273 -4.215  0.10
H29 -5.435 -1.947 -5.598  0.10
H30 -3.631 -3.399 -4.537  0.09
N7 6.473 -0.727 1.256  0.05
C31 6.679 0.223 0.340  -0.15
C32 5.704 0.887 -0.428  -0.07
C33 4.383 0.494 -0.264  -0.09
C34 4.105 -0.474 0.706  -0.06
C35 5.186 -1.102 1.363  -0.16
H31 7.717 0.462 0.160  0.09
H32 5.953 1.619 -1.183  0.08
H33 3.605 0.868 -0.913  0.07
H34 3.076 -0.804 0.696  0.07
H35 4.934 -1.923 2.017  0.09
N8 1.923 2.658 4.067  0.07
C36 2.669 1.660 3.505  -0.13
C37 3.999 1.561 3.837  -0.06
C38 4.562 2.391 4.827  -0.06
C39 3.788 3.398 5.399  -0.08
C40 2.465 3.464 4.991  -0.16
H36 2.300 1.056 2.689  0.08
H37 4.585 0.765 3.403  0.09
H38 5.600 2.357 5.125  0.10
H39 4.311 4.123 6.006  0.10
H40 1.848 4.233 5.432  0.10
N9 0.100 4.630 1.009  0.07
C41 -1.040 4.758 0.315  -0.14
C42 -2.007 5.707 0.558  -0.05
C43 -1.738 6.577 1.642  -0.07
C44 -0.511 6.502 2.347  -0.06
C45 0.369 5.476 1.983  -0.17
H41 -1.156 3.985 -0.431  0.09
H42 -2.953 5.748 0.039  0.10
H43 -2.503 7.283 1.926  0.10
H44 -0.322 7.127 3.207  0.10
H45 1.197 5.252 2.639  0.09
N10 6.117 -0.147 -4.024  0.04
C46 5.420 -1.284 -3.883  -0.15
C47 4.079 -1.364 -3.470  -0.03
C48 3.512 -0.100 -3.186  -0.10
C49 4.144 1.072 -3.462  -0.09
C50 5.509 1.026 -3.810  -0.16
H46 5.913 -2.171 -4.253  0.09
H47 3.568 -2.316 -3.476  0.09
H48 2.474 -0.083 -2.889  0.08
H49 3.584 1.992 -3.372  0.09
H50 6.095 1.891 -4.081  0.09
N11 -6.141 4.885 -0.436  0.05
C51 -6.038 4.815 0.939  -0.13
C52 -5.479 3.700 1.582  -0.10
C53 -4.945 2.654 0.868  -0.06
C54 -5.005 2.782 -0.533  -0.07
C55 -5.495 3.924 -1.124  -0.17
H51 -6.349 5.673 1.517  0.09
H52 -5.533 3.677 2.661  0.08
H53 -4.655 1.800 1.461  0.10
H54 -4.665 2.004 -1.201  0.07
H55 -5.631 4.084 -2.183  0.09
N12 -1.073 -6.898 0.819  0.05
C56 -0.852 -5.666 0.247  -0.14
C57 -1.661 -5.105 -0.763  -0.08
C58 -2.740 -5.847 -1.159  -0.09
C59 -2.969 -7.141 -0.659  -0.07
C60 -2.088 -7.641 0.304  -0.16
H56 -0.002 -5.052 0.507  0.08
H57 -1.396 -4.197 -1.284  0.09
H58 -3.465 -5.574 -1.912  0.10
H59 -3.864 -7.639 -1.002  0.09
H60 -2.163 -8.622 0.749  0.09
N13 2.318 -2.609 4.430  0.06
C61 2.104 -2.511 3.094  -0.15
C62 1.056 -1.782 2.503  -0.04
C63 0.125 -1.251 3.424  -0.11
C64 0.295 -1.258 4.777  -0.11
C65 1.387 -1.970 5.280  -0.10
H61 2.764 -3.025 2.410  0.07
H62 0.883 -1.823 1.438  0.08
H63 -0.767 -0.761 3.064  0.09
H64 -0.456 -0.829 5.424  0.09
H65 1.593 -2.109 6.331  0.09
N14 2.351 -3.991 -0.139  0.05
C66 2.955 -5.145 0.254  -0.16
C67 3.034 -6.324 -0.503  -0.06
C68 2.402 -6.227 -1.786  -0.03
C69 1.878 -4.961 -2.239  -0.05
C70 1.899 -3.882 -1.408  -0.16
H66 3.400 -5.065 1.234  0.09
H67 3.450 -7.235 -0.098  0.09
H68 2.473 -7.018 -2.518  0.09
H69 1.508 -4.831 -3.246  0.08
H70 1.554 -2.901 -1.697  0.08
N15 0.481 -1.709 -4.510  -0.03
C71 1.302 -2.154 -5.543  -0.22
C72 1.187 -3.463 -6.017  -0.17
C73 0.204 -4.313 -5.501  -0.20
C74 -0.686 -3.811 -4.525  -0.19
C75 -0.482 -2.568 -4.056  -0.27
H71 2.123 -1.505 -5.809  0.06
H72 1.926 -3.747 -6.752  0.07
H73 0.133 -5.287 -5.961  0.06
H74 -1.539 -4.373 -4.173  0.07
H75 -1.216 -2.178 -3.367  0.05